{"formula": "CH7N2O2P", "method": "ωB97M-V with the def2-TZVPD basis set", "spin_multiplicity": 1, "orbital_gap_ev": 9.5107, "e_above_lowest_kcal_mol": 72.65, "energy_ha": -643.590763, "symbols": ["P", "O", "O", "N", "N", "C", "H", "H", "H", "H", "H", "H", "H"], "positions_angstrom": [[-1.0672, 0.0887, -0.0246], [-2.9329, -0.5578, -0.3825], [-0.9836, 0.0580, 1.5755], [1.4851, -0.9773, 0.4587], [-0.7268, 1.6661, -0.5653], [0.3022, -0.9592, -0.4871], [1.8110, -0.0269, 0.4497], [1.0451, -1.0385, 1.4019], [0.0141, 1.5918, -1.2377], [0.7763, -0.6209, -1.4634], [-0.1037, -1.9865, -0.4234], [-1.4672, 2.0732, -1.0468], [-1.8087, -0.2497, 1.9029]], "forces_ev_per_angstrom": [[-7.24, -1.17, -0.91], [6.87, 2.39, 1.14], [1.44, 0.69, -0.69], [-2.03, 0.35, 0.62], [1.28, -2.14, 1.09], [2.18, -0.54, -0.24], [0.70, 0.48, 0.09], [0.69, -0.22, -0.67], [0.65, 0.19, -0.23], [-1.20, -0.98, 0.74], [0.11, 0.50, -0.89], [-1.94, 0.89, -0.60], [-1.53, -0.45, 0.54]]}